# 1
{
  "formula": "CH4N2O",
  "method": "ωB97M-V/def2-TZVPD",
  "homo_ev": -9.3317,
  "relative_energy_kcal_mol": 94.4,
  "smiles": "OC1NN1",
  "e_lumo_ev": 1.109,
  "elements": ["C", "N", "N", "O", "H", "H", "H", "H"],
  "positions_angstrom": [[0.455, 0.000, -0.488], [-0.593, 0.761, 0.149], [-0.966, -0.673, 0.119], [1.607, -0.238, 0.182], [0.471, 0.014, -1.624], [-0.582, 0.937, 1.089], [-1.713, -0.895, -0.510], [1.279, -0.483, 1.016]]
}



# 2
{
  "formula": "CH4N2O2",
  "method": "ωB97M-V/def2-TZVPD",
  "homo_ev": -8.9882,
  "relative_energy_kcal_mol": 124.5,
  "smiles": "O/N=C/NO",
  "e_lumo_ev": 0.718,
  "elements": ["C", "H", "H", "H", "H", "N", "N", "O", "O"],
  "positions_angstrom": [[0.223, -0.202, -0.002], [-1.114, 2.324, 0.573], [-0.495, 0.045, 1.938], [0.571, -1.421, 0.280], [1.422, -1.558, -1.358], [-0.244, 0.526, 1.157], [0.155, -0.081, -1.337], [-1.337, 1.359, 0.875], [0.819, -0.992, -2.126]]
}



# 3
{
  "formula": "CH4N2O2",
  "method": "ωB97M-V/def2-TZVPD",
  "homo_ev": -10.5571,
  "relative_energy_kcal_mol": 100.0,
  "smiles": "[H]/N=[N+](/[O-])OC",
  "e_lumo_ev": 0.811,
  "elements": ["C", "N", "N", "O", "O", "H", "H", "H", "H"],
  "positions_angstrom": [[0.241, 0.025, -0.766], [-1.308, 0.022, 2.388], [-1.169, -0.164, 1.209], [-2.137, -0.468, 0.431], [0.182, -0.097, 0.678], [0.733, -0.840, -1.225], [0.972, 0.952, -0.786], [-0.718, 0.222, -1.030], [-0.399, 0.091, 2.826]]
}



# 4
{
  "formula": "CH4N2O2S",
  "method": "ωB97M-V/def2-TZVPD",
  "homo_ev": -8.3302,
  "relative_energy_kcal_mol": 35.7,
  "smiles": "NC(=O)N(O)S",
  "e_lumo_ev": 0.445,
  "elements": ["C", "N", "N", "O", "O", "S", "H", "H", "H", "H"],
  "positions_angstrom": [[-0.363, -0.694, 0.146], [0.949, -0.966, 0.295], [-0.652, 0.598, -0.187], [-1.275, -1.495, 0.282], [0.377, 1.544, -0.350], [-2.296, 1.078, -0.406], [1.637, -0.247, 0.164], [1.221, -1.900, 0.539], [-0.058, 2.375, -0.582], [-2.662, -0.180, -0.124]]
}



# 5
{
  "formula": "CH4N2O2S",
  "method": "ωB97M-V/def2-TZVPD",
  "homo_ev": -9.3382,
  "relative_energy_kcal_mol": 99.6,
  "smiles": "ONC(=S)NO",
  "e_lumo_ev": 0.436,
  "elements": ["C", "H", "H", "H", "H", "N", "N", "O", "O", "S"],
  "positions_angstrom": [[0.518, -0.403, -0.153], [2.044, 1.181, 0.237], [-0.393, 1.235, 0.673], [-0.825, -1.950, 0.381], [-2.325, -0.331, -0.657], [0.330, 0.932, -0.332], [-0.752, -1.075, -0.166], [1.360, 1.795, -0.017], [-1.773, -0.126, 0.084], [1.816, -1.258, -0.050]]
}



# 6
{
  "formula": "CH4N2O3",
  "method": "ωB97M-V/def2-TZVPD",
  "homo_ev": -9.4746,
  "relative_energy_kcal_mol": 61.6,
  "e_lumo_ev": -0.189,
  "elements": ["C", "N", "N", "O", "O", "O", "H", "H", "H", "H"],
  "positions_angstrom": [[-0.274, -0.215, 0.351], [-0.194, 1.534, -1.236], [0.831, -1.000, -0.073], [0.098, 2.665, -1.401], [-0.630, -0.425, 1.631], [-0.084, 1.134, 0.098], [-1.461, -0.743, -0.660], [0.663, -1.974, 0.144], [0.988, -0.907, -1.070], [0.063, -0.069, 2.215]]
}



# 7
{
  "formula": "CH4N2O3",
  "method": "ωB97M-V/def2-TZVPD",
  "homo_ev": -10.8728,
  "relative_energy_kcal_mol": 38.6,
  "smiles": "N[C@@H](O)[N+](=O)[O-]",
  "e_lumo_ev": -0.040,
  "elements": ["C", "N", "N", "O", "O", "O", "H", "H", "H", "H"],
  "positions_angstrom": [[0.063, -0.347, -0.384], [0.894, 0.765, -0.620], [-1.322, 0.109, 0.001], [-1.524, 0.408, 1.169], [-2.098, 0.184, -0.900], [0.583, -1.293, 0.904], [-0.002, -1.029, -1.189], [1.811, 0.346, -0.751], [1.055, 1.479, 0.154], [0.540, -0.622, 1.615]]
}



# 8
{
  "formula": "CH4N2O3P",
  "method": "ωB97M-V/def2-TZVPD",
  "homo_ev": -4.3036,
  "charge": -1,
  "relative_energy_kcal_mol": 78.2,
  "e_lumo_ev": 4.078,
  "elements": ["C", "N", "N", "O", "O", "O", "P", "H", "H", "H", "H"],
  "positions_angstrom": [[-1.407, -0.920, 0.091], [-0.461, 0.674, 0.071], [0.661, 0.594, 0.905], [1.808, 0.435, -1.453], [3.238, -0.040, 0.651], [-0.648, -1.826, -0.240], [1.946, 0.256, 0.017], [-2.199, -0.555, -0.614], [-0.129, 0.747, -0.902], [-1.747, -0.823, 1.148], [-1.062, 1.458, 0.325]]
}



# 9
{
  "formula": "CH4N2O3P",
  "method": "ωB97M-V/def2-TZVPD",
  "homo_ev": -5.2728,
  "charge": -1,
  "relative_energy_kcal_mol": 43.2,
  "e_lumo_ev": 3.761,
  "elements": ["C", "N", "N", "O", "O", "O", "P", "H", "H", "H", "H"],
  "positions_angstrom": [[-3.990, 0.197, 0.084], [-3.436, -0.769, 0.485], [1.545, -0.111, -0.033], [-0.915, -0.819, 0.296], [-4.746, 1.044, -0.293], [4.224, 0.877, -0.117], [0.296, -0.106, 0.878], [-2.330, -0.818, 0.480], [4.203, 0.748, -1.019], [1.715, -0.740, -0.854], [3.435, 0.497, 0.093]]
}



# 10
{
  "formula": "CH4N2ORb",
  "method": "ωB97M-V/def2-TZVPD",
  "homo_ev": -13.7888,
  "charge": 1,
  "relative_energy_kcal_mol": 5.7,
  "e_lumo_ev": -3.652,
  "elements": ["Rb", "C", "O", "N", "N", "H", "H", "H", "H"],
  "positions_angstrom": [[-0.740, 3.749, 0.462], [-0.131, 0.001, -0.121], [-0.592, 1.137, -0.389], [-0.476, -0.795, 0.878], [0.762, -0.568, -0.911], [-0.112, -1.736, 0.833], [-1.123, -0.409, 1.551], [1.130, 0.015, -1.649], [1.281, -1.395, -0.653]]
}



# 11
{
  "formula": "CH4N2OS",
  "method": "ωB97M-V/def2-TZVPD",
  "homo_ev": -8.4264,
  "relative_energy_kcal_mol": 104.7,
  "e_lumo_ev": 0.557,
  "elements": ["C", "N", "N", "O", "S", "H", "H", "H", "H"],
  "positions_angstrom": [[0.829, -0.045, 0.129], [0.161, -1.195, -0.315], [-0.397, 1.309, -0.133], [-1.043, -1.217, 0.295], [-1.841, 0.410, -0.101], [1.104, -0.154, 1.208], [1.449, 0.400, -0.681], [0.065, -1.276, -1.255], [-0.328, 1.769, 0.853]]
}



# 12
{
  "formula": "CH4N2OS",
  "method": "ωB97M-V/def2-TZVPD",
  "homo_ev": -8.8136,
  "relative_energy_kcal_mol": 41.0,
  "smiles": "NC(=S)NO",
  "e_lumo_ev": 0.672,
  "elements": ["C", "H", "H", "H", "H", "N", "N", "O", "S"],
  "positions_angstrom": [[-0.362, -0.168, 0.027], [-2.220, 0.546, 0.056], [-0.908, 1.754, 0.393], [1.182, 1.046, -0.311], [1.516, -1.644, -0.227], [-1.242, 0.868, -0.073], [0.914, 0.173, 0.090], [1.942, -0.779, 0.020], [-0.823, -1.796, 0.024]]
}



# 13
{
  "formula": "CH4N2OS",
  "method": "ωB97M-V/def2-TZVPD",
  "homo_ev": [-6.0719, -9.6363],
  "spin_multiplicity": 3,
  "relative_energy_kcal_mol": 49.2,
  "e_lumo_ev": [0.968, -1.491],
  "elements": ["C", "N", "N", "O", "S", "H", "H", "H", "H"],
  "positions_angstrom": [[-0.088, -1.135, -0.642], [1.227, 0.191, 1.309], [-0.685, -0.535, -1.544], [-1.350, 0.875, 0.611], [-0.439, -0.286, 1.031], [1.558, 0.419, 2.273], [1.711, 0.958, 0.670], [-1.093, 0.371, -1.266], [-0.841, -0.859, -2.441]]
}



# 14
{
  "formula": "CH4N2OS2",
  "method": "ωB97M-V/def2-TZVPD",
  "homo_ev": -8.8344,
  "relative_energy_kcal_mol": 49.5,
  "smiles": "ONC(=S)NS",
  "e_lumo_ev": 0.382,
  "elements": ["C", "H", "H", "H", "H", "N", "N", "O", "S", "S"],
  "positions_angstrom": [[-0.766, -0.139, -0.013], [0.852, 1.446, 0.946], [-1.232, 1.824, -0.303], [-0.140, -1.758, 0.915], [1.269, -1.368, -1.490], [-0.482, 1.122, -0.374], [0.275, -0.881, 0.575], [0.692, 1.722, 0.064], [-2.250, -0.864, -0.117], [1.781, -1.102, -0.203]]
}



# 15
{
  "formula": "CH4N2P2",
  "method": "ωB97M-V/def2-TZVPD",
  "homo_ev": [-8.8126, -8.8053],
  "relative_energy_kcal_mol": 92.6,
  "smiles": "[H]/N=C1/[PH]#P1N",
  "e_lumo_ev": [-1.180, -1.178],
  "elements": ["C", "N", "N", "P", "P", "H", "H", "H", "H"],
  "positions_angstrom": [[-1.088, -0.166, 0.187], [-2.082, -0.434, -1.176], [1.476, 0.013, -0.328], [-0.793, 0.545, 1.797], [0.442, -0.924, 0.682], [-1.403, -1.065, -1.557], [2.346, 0.224, 0.080], [1.506, -0.155, -1.298], [-0.403, 1.962, 1.613]]
}



# 16
{
  "formula": "CH4N2S",
  "method": "ωB97M-V/def2-TZVPD",
  "homo_ev": -8.5649,
  "relative_energy_kcal_mol": 25.8,
  "smiles": "NC(N)=S",
  "e_lumo_ev": 0.290,
  "elements": ["C", "H", "H", "H", "H", "N", "N", "S"],
  "positions_angstrom": [[-0.435, -0.098, -0.110], [-0.514, 1.954, -0.257], [1.009, 1.069, -0.359], [1.183, -0.804, 0.875], [0.148, -1.978, 0.033], [0.125, 1.143, 0.030], [0.559, -1.093, -0.183], [-2.076, -0.194, -0.030]]
}



# 17
{
  "formula": "CH4N2S2",
  "method": "ωB97M-V/def2-TZVPD",
  "homo_ev": -7.9892,
  "relative_energy_kcal_mol": 66.0,
  "smiles": "NC(=S)NS",
  "e_lumo_ev": 0.127,
  "elements": ["C", "H", "H", "H", "H", "N", "N", "S", "S"],
  "positions_angstrom": [[0.023, -0.368, -0.429], [0.349, -0.553, -2.356], [-1.303, 0.246, -1.771], [-0.370, 1.405, 0.632], [1.109, 0.639, 2.937], [-0.423, -0.032, -1.671], [-0.075, 0.386, 0.575], [0.942, -1.699, -0.148], [-0.253, -0.023, 2.231]]
}



# 18
{
  "formula": "CH4N3",
  "method": "ωB97M-V/def2-TZVPD",
  "homo_ev": [-12.4783, -12.1828],
  "charge": 1,
  "relative_energy_kcal_mol": 162.5,
  "e_lumo_ev": [-6.401, -6.634],
  "elements": ["C", "N", "N", "N", "H", "H", "H", "H"],
  "positions_angstrom": [[1.081, -1.430, -0.856], [-1.207, 0.905, 0.358], [0.315, -1.090, 0.034], [-0.115, 1.368, 0.419], [-0.385, -1.580, 0.622], [1.710, -1.488, -1.639], [0.596, 1.761, 1.195], [-1.995, 1.553, -0.132]]
}



# 19
{
  "formula": "CH4N3O",
  "method": "ωB97M-V/def2-TZVPD",
  "homo_ev": [-14.0731, -14.1115],
  "charge": 1,
  "relative_energy_kcal_mol": 159.0,
  "e_lumo_ev": [-5.587, -5.508],
  "elements": ["C", "N", "N", "N", "O", "H", "H", "H", "H"],
  "positions_angstrom": [[-0.361, 0.308, 0.637], [2.037, -0.157, -1.161], [-1.709, 0.143, 0.424], [1.089, -0.539, -0.557], [2.529, 0.796, -1.589], [-0.082, 0.665, 1.609], [-2.336, 0.333, 1.229], [-2.095, -0.099, -0.454], [0.927, -1.451, -0.138]]
}



# 20
{
  "formula": "CH4N3O2S",
  "method": "ωB97M-V/def2-TZVPD",
  "homo_ev": -15.2793,
  "charge": 1,
  "relative_energy_kcal_mol": 16.8,
  "e_lumo_ev": -4.886,
  "elements": ["C", "N", "N", "N", "O", "O", "S", "H", "H", "H", "H"],
  "positions_angstrom": [[-0.052, -0.097, -0.781], [-0.703, 0.986, -0.362], [-0.297, -0.929, -1.757], [0.912, -0.007, 2.155], [0.269, 0.994, 2.038], [1.338, -0.577, 3.137], [1.384, -0.843, 0.543], [-1.503, 1.358, -0.848], [-0.554, 1.471, 0.558], [-0.963, -0.576, -2.531], [0.170, -1.779, -2.153]]
}